[1]
Density functional theory data (ωB97M-V/def2-TZVPD) for 2 unconnected molecules or ions with the total composition C4H5NS.

```
11
Properties=species:S:1:pos:R:3:nbo_charge:R:1
C -0.662 1.791 -0.408 -0.297
C 0.220 0.879 -0.111 -0.051
C 2.415 -0.162 -0.190 0.136
C -1.030 0.755 0.658 -0.465
N 2.139 -1.360 -0.596 -0.814
S 3.621 0.721 0.296 0.079
H -1.062 2.757 -0.883 0.240
H -1.142 0.927 1.724 0.176
H -1.621 -0.054 0.326 0.154
H 1.123 -1.708 -0.477 0.423
H 2.668 -2.222 -0.768 0.418
```



[2]
11
Properties=species:S:1:pos:R:3:nbo_charge:R:1 method="wB97M-V/def2-TZVPD" smiles="[H]/N=C1/C=CCS1"
C 0.279 -1.151 -0.102 -0.221
C 1.221 -0.223 -0.021 -0.174
C -1.201 -0.367 -0.089 0.138
C 0.894 1.237 0.004 -0.547
N -2.260 -1.010 0.086 -0.703
S -0.923 1.367 -0.020 0.228
H 0.463 -2.207 -0.129 0.233
H 2.232 -0.339 -0.073 0.205
H 1.090 1.567 0.991 0.229
H 1.465 1.868 -0.583 0.230
H -3.260 -0.742 -0.066 0.382



[3]
12
Properties=species:S:1:pos:R:3:nbo_charge:R:1 method="wB97M-V/def2-TZVPD" smiles="N#CCCSC=S"
C 1.912 -0.097 -0.659 -0.570
C -0.233 -0.796 0.918 -0.486
C -1.292 -0.023 0.021 -0.559
C -0.862 1.326 -0.346 0.255
H 2.585 0.097 -1.660 0.263
H 0.370 -0.474 1.711 0.265
H -1.000 -1.801 1.023 0.241
H -2.476 0.212 0.496 0.265
H -1.704 -0.615 -0.879 0.280
N -0.638 2.579 -0.468 -0.305
S 2.493 1.087 0.308 0.051
S 0.845 -1.495 -0.464 0.301



How do the records compare in energy relative to the best compared isomer or geometry (same formula, charge and spin)? In the order shown, they have 141.6; 34.6; 102.2 kcal/mol.